1.
ORCA calculation (wB97M-V/def2-TZVPD) on C33H44Cl3F3N3O4PbSi as an isolated structure.

Values from the calculation:
Relative energy (zero: lowest compared OMol25 entry of this formula, charge and spin) ... 2.2 kcal/mol
Highest occupied orbital energy ... -9.4882 eV
Total charge ... +1

Positions of all 92 atoms, in Å:
Pb -0.71670 1.99275 -0.23711
C 2.00094 3.74800 1.48533
O 1.40030 2.43452 1.43370
C 1.25284 1.81203 2.66161
C 2.31989 1.75291 3.54754
C 2.18904 1.10441 4.76319
C 0.96898 0.53110 5.09968
C -0.09656 0.60304 4.22175
C 0.02607 1.22613 2.97514
N -1.04612 1.28581 2.02745
N -2.09699 0.69801 2.44221
C -3.29482 0.68964 1.84179
C -3.71079 1.54890 0.76385
O -2.93388 2.26962 0.07263
C -5.12205 1.62923 0.46996
C -6.01607 0.83068 1.07774
C -5.63178 -0.12730 2.08338
C -6.58280 -0.97947 2.66567
C -6.21606 -1.88977 3.62692
C -4.87388 -1.97055 4.01307
C -3.92539 -1.14974 3.44045
C -4.28508 -0.19773 2.47343
H 1.51767 4.35136 2.25093
H 1.84566 4.20525 0.51335
H 3.06929 3.67456 1.68762
H 3.25883 2.22480 3.28479
H 3.03205 1.05797 5.44197
H 0.84794 0.03417 6.05428
H -1.05923 0.19020 4.48950
H -5.41091 2.33661 -0.29850
H -7.06613 0.88923 0.80804
H -7.61624 -0.90941 2.34135
H -6.95292 -2.54482 4.07252
H -4.57444 -2.68870 4.76654
H -2.88748 -1.23789 3.73193
C 0.00161 -1.95830 1.13711
O -0.51333 -1.61781 -0.13826
C -1.87799 -2.00706 -0.25975
C -2.43090 -1.55122 -1.57665
O -2.51500 -0.14409 -1.58932
C -3.18987 0.36361 -2.72606
H -0.03101 -3.04159 1.30229
H -0.55650 -1.46436 1.93898
H 1.04100 -1.62210 1.17901
H -2.46392 -1.56350 0.55190
H -1.96735 -3.09821 -0.19273
H -3.42341 -1.99954 -1.70443
H -1.79368 -1.89989 -2.40215
H -4.20269 -0.04559 -2.79281
H -2.64824 0.12237 -3.64735
H -3.24699 1.44465 -2.61143
C 2.61937 0.89975 -1.96529
Si 3.02743 -0.78214 -1.42981
C 4.25678 -0.96295 -0.06389
C 5.65328 -0.77080 -0.69430
C 3.99221 0.15469 0.95977
C 4.18929 -2.32583 0.64165
C 2.29940 -2.13211 -2.45540
C 0.96221 -1.62156 -3.02651
C 2.05816 -3.42532 -1.66490
C 3.29872 -2.38121 -3.60564
H 3.26289 1.21314 -2.79984
H 2.72082 1.63146 -1.16282
H 1.58873 0.91736 -2.32324
H 5.75565 0.19519 -1.20063
H 5.90485 -1.56372 -1.40513
H 6.39217 -0.80020 0.11249
H 4.14376 1.14901 0.53194
H 4.69973 0.03537 1.78652
H 2.98292 0.11336 1.37945
H 4.49151 -3.14001 -0.01855
H 3.19304 -2.54928 1.03357
H 4.88347 -2.31448 1.48692
H 0.24963 -1.36617 -2.23605
H 0.52394 -2.42406 -3.63089
H 1.09579 -0.75084 -3.67560
H 1.35150 -3.27137 -0.84370
H 2.97700 -3.85068 -1.26386
H 1.61921 -4.16521 -2.34199
H 3.49695 -1.47426 -4.18833
H 2.85674 -3.11804 -4.28380
H 4.25544 -2.78200 -3.25442
F -1.72831 4.84691 -1.15307
C -0.68986 4.36980 -0.42897
F -0.60775 5.15468 0.67826
F 0.43631 4.68111 -1.17304
Cl 0.62459 3.95504 -6.35002
C 0.00257 2.32216 -6.20025
Cl 1.08649 1.17552 -7.01796
Cl -1.61335 2.21103 -6.87402
C -0.04400 1.95428 -4.77380
N -0.06419 1.64944 -3.66694


2.
ORCA calculation (wB97M-V/def2-TZVPD) on a 8-piece molecular cluster, C33H44F3N2O26 overall.

Values from the calculation:
Highest occupied orbital energy ... -12.0605 eV
Total charge ... +1

Positions of all 108 atoms, in Å:
N -2.12245 0.72683 -8.53854
C -2.79454 0.45392 -7.25182
C -3.83501 -0.67359 -7.40721
O -5.13292 -0.08853 -7.50059
C -3.84456 -1.71598 -6.24900
C -3.46974 -1.16718 -4.91071
C -4.39481 -0.56335 -4.08300
C -3.99098 -0.03750 -2.86051
C -5.02684 0.63392 -1.98621
O -5.80065 0.00553 -1.33016
O -5.01165 1.98297 -2.01141
C -2.65794 -0.13137 -2.47510
C -1.73995 -0.75963 -3.29014
C -0.28322 -0.90138 -2.93573
C -0.02123 -2.02215 -1.90344
O -0.88126 -3.11856 -2.08632
C -0.08939 -1.52477 -0.43870
F -0.72431 -2.38423 0.35123
F 1.14841 -1.35069 0.05863
F -0.68487 -0.32745 -0.36046
N -2.18803 -1.25007 -4.47454
O -1.29998 -1.90969 -5.28464
H -1.12003 0.65549 -8.41339
H -2.25614 1.70358 -8.76990
H -3.31490 1.36088 -6.94298
H -2.02609 0.25745 -6.49684
H -3.64359 -1.17947 -8.34981
H -5.29148 0.40142 -6.68649
H -4.87298 -2.07191 -6.16472
H -3.24919 -2.59774 -6.48498
H -5.42271 -0.51875 -4.41889
H -4.51529 2.29531 -2.77952
H -2.34671 0.30526 -1.53645
H 0.09455 0.06708 -2.60373
H 0.29162 -1.15498 -3.82340
H 1.01074 -2.35191 -2.04659
H -0.42847 -3.80547 -2.58433
H -0.94046 -1.25449 -5.90687
C 3.10904 1.27687 0.61749
C 4.12210 0.25751 0.15327
O 4.57696 0.83443 -1.08476
C 4.36389 2.16913 -1.03664
O 4.77306 2.95292 -1.82747
O 3.60186 2.49230 0.04222
H 3.05083 1.35723 1.69786
H 2.11060 1.08315 0.21363
H 4.96400 0.15656 0.82909
H 3.68971 -0.72368 -0.01780
C 0.47760 -3.84050 2.86572
C -0.52396 -4.92324 3.21127
O 0.31430 -6.07399 3.34381
C 1.57159 -5.65631 3.64112
O 2.45467 -6.37173 3.97759
O 1.67047 -4.31270 3.49754
H 0.20704 -2.86084 3.25140
H 0.65412 -3.76883 1.79370
H -1.02828 -4.74005 4.16238
H -1.27169 -5.08576 2.43967
C 0.60435 3.85304 0.96349
C 0.22286 2.96596 2.13263
O -1.07588 2.48982 1.74086
C -1.16553 2.56936 0.40313
O -2.04104 2.08695 -0.25165
O -0.12449 3.24701 -0.11617
H 1.66939 3.85713 0.74580
H 0.25609 4.87918 1.08494
H 0.88810 2.10822 2.24187
H 0.16223 3.49430 3.07939
C -1.50071 -7.94468 5.02725
C -2.44734 -8.68581 5.95071
O -3.72993 -8.27323 5.46597
C -3.59533 -7.88936 4.17575
O -4.49503 -7.64387 3.44173
O -2.28525 -7.81554 3.83662
H -0.58008 -8.48096 4.81804
H -1.25552 -6.94532 5.38940
H -2.36532 -9.76904 5.85022
H -2.33477 -8.41360 6.99652
C -3.21039 6.04804 -7.71682
C -4.29822 5.07417 -7.30928
O -3.57799 3.83197 -7.24384
C -2.26687 4.11391 -7.04213
O -1.43775 3.29643 -6.78800
O -2.03414 5.42870 -7.17638
H -3.33917 7.04226 -7.29982
H -3.09839 6.12294 -8.79879
H -4.70624 5.29328 -6.32175
H -5.11085 5.00320 -8.02624
C 4.51533 1.98535 5.22572
C 5.84416 1.28031 5.40233
O 5.63775 0.04808 4.69703
C 4.66648 0.23986 3.78802
O 4.37902 -0.54038 2.93088
O 4.06142 1.43104 3.96870
H 4.59876 3.06097 5.15529
H 3.79702 1.72733 5.99733
H 6.67015 1.81534 4.93122
H 6.09188 1.08346 6.44155
C 6.40586 5.45055 9.04953
C 6.02488 4.39090 10.06487
O 4.82108 3.85282 9.49971
C 4.83206 4.09112 8.17583
O 4.05803 3.62599 7.39570
O 5.83939 4.92316 7.84077
H 7.47827 5.58165 8.93896
H 5.94434 6.41632 9.25761
H 6.76468 3.59242 10.13470
H 5.83179 4.78799 11.05695


3.
ORCA calculation (wB97M-V/def2-TZVPD) on C33H45BBrN2O4ScSeSi as an isolated structure.

Values from the calculation:
Relative energy (zero: lowest compared OMol25 entry of this formula, charge and spin) ... 118.7 kcal/mol
Highest occupied orbital energy ... -0.3281 eV
Total charge ... -2

Positions of all 89 atoms, in Å:
Sc 0.04915 0.82737 1.83603
O 4.50329 3.14152 0.03986
C 4.13295 2.84502 -1.20341
C 2.99591 2.13846 -1.56780
C 2.69275 1.81349 -2.88081
N 3.45620 2.18948 -3.96040
C 4.53777 2.82934 -3.58733
Br 5.61984 3.72718 -4.97253
C 4.94894 3.23157 -2.28032
H 3.98360 2.77489 0.76282
H 2.31558 1.85630 -0.74775
H 1.75730 1.35592 -3.15929
H 5.99076 3.58350 -2.19959
C 3.39997 -2.95590 0.04871
C 2.06914 -2.94680 -0.68352
C 1.94022 -4.41412 -1.18035
C 2.16785 -1.98538 -1.82195
Si 0.67829 -2.25313 0.47710
O 0.88055 -0.77613 0.96049
C -0.88870 -2.36925 -0.50485
C -1.79926 -3.41336 -0.59996
C -2.89388 -3.42564 -1.40066
C -3.14270 -2.25933 -2.18135
C -2.21013 -1.23552 -2.14821
C -1.20098 -1.20490 -1.18712
C 0.72479 -3.47198 1.85197
C 0.46239 -4.84123 1.77309
C 0.66341 -5.64369 2.88105
C 1.14234 -5.12169 4.07585
C 1.26541 -3.77075 4.20048
C 1.01772 -2.97555 3.10376
H 4.26530 -3.40618 -0.46821
H 3.23888 -3.40484 1.07531
H 3.67991 -1.89207 0.34661
H 2.66142 -4.57954 -2.03594
H 0.95592 -4.69170 -1.57250
H 2.18220 -5.02977 -0.33514
H 3.03219 -2.23329 -2.48629
H 2.36352 -0.97869 -1.35090
H 1.34643 -1.92568 -2.53099
H -1.53925 -4.28392 -0.00348
H -3.59030 -4.33388 -1.39266
H -4.08517 -2.18725 -2.69617
H -2.48652 -0.34594 -2.65911
H -0.61461 -0.30535 -1.07485
H 0.20263 -5.27929 0.79592
H 0.60323 -6.74245 2.83055
H 1.41516 -5.74684 4.94179
H 1.41161 -3.24355 5.19302
H 1.07676 -1.88908 3.34920
C -3.92930 0.76236 4.12645
C -3.15269 -0.06732 3.04862
C -2.93526 -1.48360 3.71237
C -4.08296 -0.25551 1.77462
C -1.79167 0.55435 2.61636
H -4.93551 0.36253 4.27551
H -4.10766 1.75464 3.74958
H -3.35160 0.81881 5.10509
H -3.94259 -1.92497 3.99425
H -2.32309 -1.32568 4.61810
H -2.32832 -2.16036 3.12578
H -5.08358 -0.62814 2.02980
H -3.50794 -0.88907 1.08924
H -4.21032 0.67830 1.24806
H -1.55589 1.38817 3.26989
Se 1.73475 0.71039 4.37491
C 2.71423 1.78850 3.31933
N 3.26728 2.41508 2.52030
C -1.50503 2.89806 -3.49246
C -1.31760 3.14426 -1.99658
C -2.72195 3.06823 -1.36829
O -0.56991 2.11025 -1.29811
B -0.04315 2.70156 -0.07031
O -0.10287 4.11955 -0.29459
C -0.60038 4.40220 -1.61736
C 0.65061 4.74510 -2.54560
C -1.51209 5.59851 -1.50888
H -2.12036 2.01530 -3.61796
H -0.53288 2.81855 -3.93573
H -1.98518 3.79145 -3.86992
H -3.09878 2.04500 -1.42054
H -3.36738 3.81843 -1.79783
H -2.66525 3.33836 -0.29830
H 1.13660 3.81705 -2.89848
H 1.31159 5.29527 -1.90477
H 0.44305 5.32329 -3.43173
H -2.17792 5.41540 -0.70735
H -2.20543 5.75992 -2.34155
H -0.87339 6.52535 -1.25213


4.
ORCA calculation (wB97M-V/def2-TZVPD) on a 6-piece molecular cluster, C33H45BF6O16 overall.

Values from the calculation:
Highest occupied orbital energy ... -8.9371 eV
SMILES ... CCOCCCCCB(CCCF)CCc1ccccc1.O=C1OC[C@@H](F)O1.O=C1OC[C@@H](F)O1.O=C1OC[C@@H](F)O1.O=C1OC[C@@H](F)O1.O=C1OC[C@@H](F)O1
Total charge ... 0

Positions of all 101 atoms, in Å:
C -1.08223 5.03978 -3.40204
C -1.78776 3.65151 -3.71795
O -1.75841 2.77774 -2.56801
C -3.11180 2.29121 -2.45300
C -3.23231 1.02597 -1.51244
C -3.69926 1.45257 -0.06246
C -2.45953 1.84221 0.83916
C -1.60084 0.54946 1.13165
B -0.45019 0.97147 2.19590
C 0.97937 1.35586 1.58020
C 2.01118 2.00172 2.58070
C 2.83806 0.96702 3.42167
F 2.74841 1.38271 4.78480
C -0.86117 0.97284 3.75390
C -0.33678 -0.20438 4.66253
C -0.69261 -1.64322 4.19790
C -1.77446 -2.34056 4.93221
C -2.14015 -3.70998 4.58028
C -1.47796 -4.47969 3.51546
C -0.43917 -3.84038 2.76706
C -0.07581 -2.40591 3.16478
H -0.55103 5.03145 -2.41773
H -0.32571 5.20489 -4.21018
H -1.79585 5.89554 -3.44712
H -2.84363 3.91476 -4.03334
H -1.32102 3.12727 -4.59549
H -3.69896 3.12463 -1.98772
H -3.49688 2.01264 -3.47172
H -3.94978 0.26919 -1.92800
H -2.23510 0.51852 -1.50954
H -4.26864 0.61352 0.40749
H -4.42890 2.29821 -0.17541
H -2.78032 2.37664 1.77267
H -1.87590 2.59722 0.24655
H -1.06610 0.12408 0.24936
H -2.26043 -0.23755 1.59057
H 1.41017 0.47321 1.02906
H 0.78869 2.12788 0.77737
H 2.76010 2.55759 1.94717
H 1.49799 2.77902 3.18801
H 2.36618 -0.03717 3.27545
H 3.91428 0.90897 3.15469
H -0.52384 1.95223 4.17833
H -1.98522 0.97494 3.80439
H -0.84991 -0.07678 5.65395
H 0.75439 -0.17497 4.88431
H -2.33534 -1.87722 5.76449
H -2.94636 -4.25044 5.12641
H -1.76245 -5.52380 3.28864
H 0.09552 -4.38067 1.95908
H 0.76063 -1.90472 2.57240
O 2.69739 -2.15448 1.74022
C 3.25483 -2.11834 0.69729
O 2.69093 -2.52134 -0.46008
C 3.60987 -2.20769 -1.50103
C 4.91541 -2.14979 -0.76274
F 5.76084 -1.24521 -1.32270
O 4.53188 -1.68136 0.51772
H 3.33737 -1.25600 -1.94615
H 3.60148 -2.97238 -2.27621
H 5.42126 -3.11268 -0.66432
O 3.37367 -5.88396 7.09970
C 3.25397 -5.47362 5.99797
O 2.44052 -4.44237 5.64907
C 2.68308 -4.17254 4.26800
C 3.23274 -5.47874 3.77945
F 4.13291 -5.29051 2.77858
O 3.91392 -5.98117 4.91269
H 3.40270 -3.35535 4.17996
H 1.76576 -3.88199 3.75968
H 2.47314 -6.19660 3.45958
O 2.08354 5.75502 -2.41786
C 2.87973 4.89709 -2.52714
O 3.97432 4.75160 -1.73119
C 4.60343 3.53029 -2.11354
C 4.11238 3.35164 -3.52328
F 3.98550 2.04115 -3.84240
O 2.82711 3.93016 -3.48832
H 4.27533 2.72689 -1.44906
H 5.68746 3.61190 -2.05549
H 4.72030 3.85376 -4.27927
O -2.69017 6.46295 -6.70778
C -3.75230 5.96603 -6.58463
O -4.73719 6.02141 -7.52210
C -5.80035 5.19406 -7.05743
C -5.56057 5.17077 -5.57569
F -5.95346 3.99027 -5.03513
O -4.15159 5.26743 -5.47819
H -5.71580 4.20394 -7.51089
H -6.76930 5.61754 -7.31729
H -6.02315 5.99723 -5.03097
O 1.85536 -5.20761 -1.32386
C 0.72645 -5.53402 -1.20525
O -0.19131 -5.49646 -2.20711
C -1.38565 -6.09145 -1.69982
C -1.22541 -5.91109 -0.21783
F -1.80706 -6.92665 0.46651
O 0.17774 -5.98798 -0.04026
H -1.42042 -7.14308 -1.99277
H -2.27019 -5.58944 -2.08830
H -1.59151 -4.95424 0.16324


5.
ORCA calculation (wB97M-V/def2-TZVPD) on C33H45MnN4O11P2SSi2 as an isolated structure.

Values from the calculation:
Expectation value of S² ... 6.058
Relative energy (zero: lowest compared OMol25 entry of this formula, charge and spin) ... 0.0 kcal/mol
Highest occupied orbital energy (alpha / beta) ... -9.0255 / -9.0302 eV
2S+1 ... 5
Total charge ... 0

Positions of all 99 atoms, in Å:
Mn -0.43759 -0.43336 1.53069
N -1.06440 -0.83329 6.09487
C -2.00531 -0.66890 4.90533
C -3.43098 -0.75038 5.44701
P -1.61306 -2.12994 3.83549
O -2.85796 -2.23305 2.87139
O -1.44330 -3.24031 4.79265
O -0.38395 -1.73075 3.00407
P -1.58876 1.04023 4.27481
O -3.01819 1.72715 4.04796
O -0.85920 1.64443 5.42174
O -0.92490 0.96856 2.91864
H -1.50851 -1.39967 6.81362
H -0.83007 0.13691 6.39678
H -0.21746 -1.33156 5.82098
H -3.59918 -1.72770 5.90621
H -4.13955 -0.63511 4.63227
H -3.62222 0.04039 6.17584
H -2.59481 -2.03565 1.93056
H -3.15287 1.93702 3.11426
C -0.16675 4.58274 -1.59076
Si -0.06405 2.83763 -2.24931
C 1.61227 2.52979 -3.02153
C -1.41907 2.52190 -3.49180
C -0.24444 1.67044 -0.84540
C -0.31994 0.86800 0.06569
H -0.04311 5.31559 -2.39193
H 0.60810 4.76070 -0.84148
H -1.13375 4.75928 -1.11520
H 1.78046 3.18367 -3.88149
H 1.69738 1.49564 -3.36502
H 2.42025 2.69945 -2.30473
H -1.38496 3.25838 -4.29909
H -2.40077 2.57727 -3.01677
H -1.32953 1.52972 -3.93977
C 4.81668 4.62323 -1.92777
C 6.12928 3.92986 -1.59961
S 5.95515 2.19421 -1.27069
O 7.25756 1.65481 -0.97692
O 5.15369 1.59781 -2.31187
C 4.99287 2.11512 0.22908
C 4.94803 0.65308 0.67498
N 3.72758 0.37648 1.42825
C 2.61449 -0.14085 0.87688
N 1.64749 -0.23260 1.78495
C 2.13960 0.24270 2.96223
C 3.42485 0.62474 2.75750
N 4.31582 1.20936 3.70871
O 3.93892 1.24570 4.85901
O 5.37103 1.66802 3.29814
C 2.52314 -0.57729 -0.53646
H 5.01140 5.65722 -2.21015
H 4.14036 4.63821 -1.07188
H 4.31689 4.12636 -2.75791
H 6.64070 4.35355 -0.73408
H 6.82625 3.94719 -2.44029
H 3.99169 2.47567 -0.01239
H 5.44819 2.75072 0.98673
H 5.81299 0.40381 1.27650
H 4.93086 -0.00371 -0.19248
H 1.54675 0.31989 3.85565
H 2.79650 0.22618 -1.22353
H 1.50399 -0.88036 -0.75914
H 3.18783 -1.42500 -0.71523
O -1.77896 -1.39532 0.66687
Si -2.17129 -1.90340 -0.84173
C -0.64505 -2.22450 -1.89009
C -0.19650 -1.30278 -2.84146
C 0.94157 -1.54376 -3.59851
C 1.66540 -2.71400 -3.40908
C 1.24144 -3.64162 -2.46715
C 0.09403 -3.39945 -1.72267
C -3.07890 -3.52110 -0.60532
C -2.70928 -4.39588 0.42024
C -3.34616 -5.61761 0.58571
C -4.36890 -5.98697 -0.27687
C -4.75557 -5.13015 -1.29801
C -4.11669 -3.90823 -1.45653
C -3.26428 -0.65044 -1.69591
C -3.82203 0.39505 -0.95730
C -4.68070 1.31276 -1.54636
C -4.99711 1.20046 -2.89356
C -4.44880 0.17261 -3.64771
C -3.58974 -0.74096 -3.05178
H -0.74283 -0.37703 -2.98037
H 1.26615 -0.81971 -4.33682
H 2.55483 -2.90357 -3.99741
H 1.79730 -4.55980 -2.32088
H -0.23943 -4.14653 -1.00962
H -1.92128 -4.11515 1.11218
H -3.05003 -6.27558 1.39308
H -4.87020 -6.93813 -0.14787
H -5.56060 -5.41109 -1.96601
H -4.44134 -3.24124 -2.24823
H -3.57189 0.49400 0.09343
H -5.10388 2.11673 -0.95643
H -5.66625 1.91566 -3.35583
H -4.68822 0.08412 -4.70026
H -3.16523 -1.53674 -3.65654


Question: total charge of number 4 (C33H45BF6O16)?
Answer: 0